*w*
# C51H54AsN3P2Rb

A molecular structure, C51H54AsN3P2Rb (ωB97M-V/def2-TZVPD, the Open Molecules 2025 dataset).

Element x y z (Å)
1 Rb -0.926 0.232 0.136
2 C -3.335 3.237 -0.239
3 C -2.264 3.576 0.800
4 N -0.903 3.225 0.387
5 C -0.411 3.946 -0.790
6 C 0.160 3.034 -1.872
7 N -0.728 1.937 -2.265
8 C -2.017 2.338 -2.838
9 C -3.223 1.677 -2.171
10 N -3.287 1.847 -0.713
11 H -3.258 3.917 -1.089
12 H -4.306 3.456 0.215
13 H -2.475 3.025 1.720
14 H -2.362 4.647 1.033
15 H -0.289 3.402 1.175
16 H 0.372 4.659 -0.514
17 H -1.217 4.554 -1.208
18 H 1.080 2.576 -1.490
19 H 0.449 3.665 -2.727
20 H -0.233 1.363 -2.937
21 H -2.059 2.079 -3.901
22 H -2.116 3.425 -2.803
23 H -3.178 0.601 -2.370
24 H -4.127 2.055 -2.671
25 H -4.117 1.363 -0.395
26 C 1.647 -0.770 4.634
27 C 1.644 -2.008 3.724
28 P 1.312 -1.592 1.958
29 C 2.758 -0.549 1.538
30 C 2.535 0.585 0.759
31 C 3.577 1.424 0.387
32 C 4.866 1.141 0.813
33 C 5.106 0.021 1.601
34 C 4.061 -0.817 1.957
35 C 1.597 -3.116 1.016
36 C 2.496 -3.211 0.030
37 C 2.343 -4.190 -1.086
38 C 1.280 -5.302 -0.915
39 C 0.359 -5.100 0.244
40 C 0.496 -4.097 1.109
41 C 0.291 -0.094 4.863
42 P -0.469 0.930 3.503
43 C 0.304 2.581 3.696
44 C -0.433 3.740 3.936
45 C 0.177 4.988 3.912
46 C 1.533 5.100 3.645
47 C 2.276 3.955 3.387
48 C 1.664 2.712 3.397
49 C -2.137 1.173 4.211
50 C -2.370 1.571 5.528
51 C -3.664 1.719 6.002
52 C -4.746 1.464 5.168
53 C -4.531 1.055 3.861
54 C -3.232 0.905 3.394
55 H 2.384 -0.052 4.268
56 H 2.017 -1.082 5.613
57 H 0.868 -2.705 4.052
58 H 2.596 -2.536 3.810
59 H 1.526 0.827 0.444
60 H 3.382 2.299 -0.221
61 H 5.685 1.792 0.536
62 H 6.111 -0.200 1.935
63 H 4.268 -1.694 2.559
64 H 3.282 -2.470 -0.071
65 H 3.311 -4.586 -1.395
66 H 1.686 -6.316 -0.903
67 H -0.449 -5.815 0.362
68 H -0.212 -3.992 1.925
69 H 0.346 0.534 5.755
70 H -0.460 -0.864 5.070
71 H -1.493 3.677 4.144
72 H -0.412 5.875 4.108
73 H 2.007 6.073 3.630
74 H 3.333 4.030 3.165
75 H 2.256 1.840 3.148
76 H -1.538 1.788 6.187
77 H -3.830 2.036 7.023
78 H -5.755 1.577 5.542
79 H -5.372 0.842 3.213
80 H -3.058 0.577 2.374
81 C 1.625 -5.719 -4.414
82 C 0.802 -5.911 -3.387
83 C 0.644 -4.918 -2.281
84 C 1.577 -3.666 -2.365
85 C 2.423 -3.559 -3.589
86 C 2.446 -4.511 -4.520
87 As 0.630 -1.920 -2.000
88 C -1.154 -2.182 -2.724
89 C -2.214 -2.843 -2.114
90 C -3.464 -2.845 -2.721
91 C -3.656 -2.170 -3.921
92 C -2.611 -1.479 -4.515
93 C -1.355 -1.477 -3.917
94 C -0.172 -0.732 -4.398
95 C -0.135 0.094 -5.518
96 C 1.022 0.798 -5.816
97 C 2.141 0.697 -4.998
98 C 2.110 -0.118 -3.874
99 C 0.964 -0.846 -3.585
100 H 1.701 -6.460 -5.200
101 H 0.193 -6.807 -3.329
102 H -0.419 -4.682 -2.183
103 H 3.066 -2.692 -3.688
104 H 3.098 -4.408 -5.378
105 H -2.069 -3.362 -1.172
106 H -4.288 -3.375 -2.261
107 H -4.630 -2.177 -4.393
108 H -2.779 -0.946 -5.442
109 H -1.002 0.191 -6.159
110 H 1.049 1.437 -6.689
111 H 3.035 1.258 -5.235
112 H 2.979 -0.179 -3.229

* E_LUMO: -1.86 eV
* HOMO-LUMO gap: 7.98 eV
* net charge: +1

Löwdin population analysis, charges in e, atoms 1 to 6:
1. Rb 0.57
2. C -0.20
3. C -0.21
4. N -0.10
5. C -0.20
6. C -0.21

---

*x*
# C51H54AsN3P2Rb

A molecular structure, C51H54AsN3P2Rb (ωB97M-V/def2-TZVPD, the Open Molecules 2025 dataset).

Element x y z (Å)
1 Rb -0.794 0.252 0.146
2 C -3.304 3.166 -0.259
3 C -2.282 3.569 0.802
4 N -0.903 3.250 0.423
5 C -0.388 3.998 -0.727
6 C 0.241 3.112 -1.802
7 N -0.595 1.969 -2.174
8 C -1.872 2.299 -2.817
9 C -3.075 1.605 -2.184
10 N -3.157 1.778 -0.723
11 H -3.233 3.839 -1.117
12 H -4.301 3.336 0.153
13 H -2.498 3.032 1.728
14 H -2.418 4.639 1.016
15 H -0.306 3.388 1.230
16 H 0.355 4.738 -0.416
17 H -1.201 4.580 -1.169
18 H 1.185 2.706 -1.420
19 H 0.492 3.743 -2.666
20 H -0.059 1.361 -2.781
21 H -1.851 2.027 -3.876
22 H -2.014 3.383 -2.801
23 H -3.008 0.530 -2.383
24 H -3.978 1.963 -2.697
25 H -3.937 1.226 -0.392
26 C 1.680 -0.773 4.686
27 C 1.549 -2.001 3.769
28 P 1.171 -1.582 2.013
29 C 2.631 -0.570 1.550
30 C 2.449 0.485 0.658
31 C 3.526 1.207 0.156
32 C 4.811 0.899 0.578
33 C 5.010 -0.126 1.497
34 C 3.929 -0.856 1.971
35 C 1.431 -3.107 1.052
36 C 2.393 -3.253 0.138
37 C 2.227 -4.173 -1.027
38 C 1.097 -5.232 -0.966
39 C 0.092 -4.964 0.111
40 C 0.246 -4.001 1.018
41 C 0.397 0.030 4.930
42 P -0.281 1.032 3.511
43 C 0.424 2.702 3.760
44 C -0.332 3.851 3.985
45 C 0.275 5.103 4.026
46 C 1.645 5.223 3.852
47 C 2.410 4.085 3.622
48 C 1.803 2.840 3.561
49 C -2.024 1.172 4.048
50 C -2.400 1.552 5.339
51 C -3.734 1.585 5.710
52 C -4.721 1.224 4.798
53 C -4.367 0.827 3.518
54 C -3.026 0.800 3.153
55 H 2.472 -0.118 4.312
56 H 2.032 -1.126 5.658
57 H 0.739 -2.642 4.127
58 H 2.459 -2.600 3.814
59 H 1.448 0.761 0.368
60 H 3.362 2.020 -0.540
61 H 5.657 1.461 0.203
62 H 6.011 -0.363 1.836
63 H 4.106 -1.671 2.664
64 H 3.243 -2.580 0.118
65 H 3.175 -4.614 -1.334
66 H 1.436 -6.268 -0.905
67 H -0.784 -5.604 0.156
68 H -0.518 -3.861 1.776
69 H 0.536 0.701 5.780
70 H -0.409 -0.657 5.204
71 H -1.404 3.779 4.123
72 H -0.329 5.985 4.201
73 H 2.115 6.197 3.889
74 H 3.480 4.169 3.478
75 H 2.412 1.968 3.339
76 H -1.641 1.833 6.061
77 H -4.008 1.890 6.712
78 H -5.763 1.247 5.091
79 H -5.131 0.532 2.810
80 H -2.758 0.501 2.145
81 C 1.911 -5.527 -4.399
82 C 0.987 -5.780 -3.480
83 C 0.631 -4.812 -2.392
84 C 1.558 -3.545 -2.321
85 C 2.505 -3.341 -3.460
86 C 2.671 -4.265 -4.402
87 As 0.595 -1.812 -1.917
88 C -1.212 -2.138 -2.552
89 C -2.233 -2.783 -1.867
90 C -3.498 -2.868 -2.439
91 C -3.738 -2.296 -3.683
92 C -2.725 -1.625 -4.357
93 C -1.459 -1.538 -3.791
94 C -0.312 -0.783 -4.353
95 C -0.336 -0.032 -5.524
96 C 0.785 0.696 -5.899
97 C 1.928 0.689 -5.105
98 C 1.957 -0.060 -3.934
99 C 0.844 -0.807 -3.569
100 H 2.115 -6.254 -5.175
101 H 0.429 -6.711 -3.507
102 H -0.440 -4.607 -2.451
103 H 3.102 -2.438 -3.489
104 H 3.394 -4.098 -5.191
105 H -2.042 -3.234 -0.899
106 H -4.294 -3.384 -1.917
107 H -4.721 -2.368 -4.130
108 H -2.930 -1.171 -5.319
109 H -1.223 -0.009 -6.146
110 H 0.765 1.275 -6.813
111 H 2.793 1.268 -5.400
112 H 2.847 -0.050 -3.315

* E_LUMO: -1.83 eV
* HOMO-LUMO gap: 8.08 eV
* net charge: +1

Löwdin population analysis, charges in e, atoms 1 to 6:
1. Rb 0.64
2. C -0.20
3. C -0.21
4. N -0.09
5. C -0.19
6. C -0.20

---

Of them, *w* has the highest stability.